220
Properties=species:S:1:pos:R:3:forces:R:3:mulliken_charge:R:1 method="wB97M-V/def2-TZVPD" largest_force_ev_per_a=2.641 total_charge=+3 homo_energy_ev=-14.769 homo_lumo_gap_ev=9.5
C -6.54454 -17.34920 8.36208 1.4 0.3 -1.6 0.002
F -5.60292 -17.87274 9.17571 -0.6 0.1 0.4 0.068
F -7.45582 -18.29035 8.10473 0.0 -0.1 0.1 -0.099
F -7.15172 -16.32223 8.92915 0.0 0.0 0.6 -0.257
S -5.60511 -16.79015 6.79415 0.3 -1.0 -1.7 0.357
O -4.81671 -17.98146 6.42462 -0.8 0.9 0.8 -0.550
O -6.64075 -16.46615 5.80240 0.3 -0.2 1.2 -0.451
O -4.79207 -15.65348 7.19778 -0.4 -0.3 0.4 -0.519
C -8.31229 -17.50824 12.28712 -0.4 1.3 0.5 -1.001
C -7.74056 -18.76970 12.87823 1.4 -0.1 0.0 -0.782
C -7.12948 -19.65510 11.79512 -0.7 -0.8 -1.2 1.611
C -7.10466 -21.14350 12.16152 1.2 -0.3 0.2 -1.119
P -5.89990 -22.18429 11.20962 0.3 -0.1 0.7 0.902
C -6.67355 -22.51915 9.60031 0.5 -0.8 -0.4 -0.468
C -6.44937 -21.40590 8.55751 -0.8 0.6 0.5 0.641
C -5.15602 -21.29816 7.78320 0.9 0.1 0.2 0.755
C -4.96681 -22.38529 6.71253 -1.3 0.2 1.0 -1.635
C -5.70981 -23.73003 12.20987 -0.7 0.5 -0.3 -1.348
C -4.94241 -24.95506 11.67122 -0.1 0.2 0.4 -0.735
C -3.43437 -24.81998 11.69636 0.7 0.7 1.1 0.635
C -2.64057 -25.95850 11.08773 -0.2 -0.1 -1.1 -1.481
C -4.25402 -21.35505 11.09473 -0.6 -0.2 -0.2 -0.836
C -3.64152 -21.02354 12.46680 0.5 -0.1 -0.5 -0.614
C -2.11816 -20.71089 12.40655 -0.9 0.8 0.3 -0.113
C -1.23567 -21.91450 12.19200 0.1 -0.1 -0.8 -1.310
H -7.67249 -16.92998 11.61661 0.3 -0.7 -0.4 0.134
H -8.49030 -16.72835 13.03265 -0.3 -0.4 0.4 0.524
H -9.26452 -17.68848 11.79048 0.1 0.0 -0.1 0.175
H -8.42238 -19.30012 13.54562 -0.4 -0.1 -0.5 0.449
H -6.90089 -18.57464 13.55316 -0.1 0.4 0.1 0.433
H -6.18817 -19.27499 11.39017 0.3 0.1 0.7 0.026
H -7.70027 -19.65241 10.85781 -0.5 0.4 0.2 -1.208
H -8.10426 -21.56314 12.03593 0.1 -0.2 -0.1 0.269
H -6.83394 -21.31948 13.20699 0.0 0.2 0.1 0.549
H -7.74414 -22.60476 9.79673 0.0 0.0 0.2 -0.066
H -6.37485 -23.53485 9.32521 0.2 0.1 -0.3 0.624
H -6.65070 -20.54079 9.19789 0.4 0.6 -0.6 -1.195
H -7.26140 -21.37008 7.82657 -0.2 -0.4 0.1 0.895
H -4.31389 -21.27063 8.48056 0.1 -0.4 0.0 -0.226
H -5.06236 -20.32128 7.30265 -0.5 0.1 0.0 -0.256
H -3.92964 -22.40471 6.39496 -0.2 -0.3 -0.4 0.419
H -5.71725 -22.21910 5.93706 0.6 0.4 -0.5 0.384
H -5.34340 -23.33700 7.09851 0.8 -0.3 0.2 0.336
H -6.75898 -23.98991 12.38709 -0.1 -0.2 -0.1 0.561
H -5.39164 -23.37102 13.19119 0.4 -0.1 0.0 0.659
H -5.33778 -25.20225 10.68406 0.2 -0.1 -0.1 0.276
H -5.16931 -25.79113 12.33539 -0.4 0.0 -0.1 0.464
H -3.07253 -24.70508 12.72452 -0.5 -0.1 0.3 0.251
H -3.14230 -23.85185 11.28217 0.1 -0.2 -0.4 -0.447
H -3.09513 -26.94753 11.16300 -0.4 0.2 0.1 0.349
H -1.63760 -26.10029 11.48543 0.0 0.5 0.0 0.367
H -2.58483 -25.70599 10.02604 0.4 -0.5 -0.1 0.348
H -4.39775 -20.45927 10.48582 0.0 0.2 0.2 0.329
H -3.62219 -21.99806 10.47871 0.0 -0.2 0.2 0.942
H -3.71029 -21.86302 13.16094 -0.4 0.0 0.0 0.248
H -4.21322 -20.17545 12.84586 0.2 0.0 0.3 0.387
H -1.89879 -20.21184 13.35292 0.2 -0.2 0.1 0.510
H -1.92542 -19.92746 11.66876 0.0 -0.1 -0.2 -0.347
H -0.18939 -21.61442 12.14024 0.0 -0.1 0.4 0.477
H -1.40395 -22.36339 11.20845 -0.2 0.0 0.0 0.264
H -1.40386 -22.69818 12.92975 0.2 0.1 0.1 0.283
C 2.67582 -18.95136 4.98277 -0.3 0.0 -0.9 -1.141
C 2.25676 -19.18217 6.41384 0.0 0.2 -0.2 -0.781
C 0.84639 -18.63859 6.71125 0.1 -0.4 0.8 -0.055
C 0.72322 -17.12511 6.52645 -0.4 0.0 0.0 -0.699
P -0.99296 -16.47292 6.63747 1.3 -1.6 -0.2 0.517
C -1.84513 -17.21045 8.03304 0.0 0.2 1.0 -0.432
C -1.11381 -17.28870 9.40003 -0.1 0.6 0.1 -0.522
C -2.09940 -17.15941 10.59319 0.0 1.3 -0.5 0.706
C -1.48372 -16.78423 11.93401 0.9 -0.6 0.6 -1.782
C -1.06239 -14.68478 6.74341 -2.4 0.9 0.7 -0.452
C -1.05027 -13.93724 8.10719 1.3 -0.3 1.1 -0.330
C 0.36154 -13.79485 8.68847 1.2 -0.8 -0.6 -0.494
C 1.42059 -13.33520 7.64150 -0.7 0.2 1.2 -1.390
C -1.98497 -16.90708 5.17069 0.9 -0.2 0.1 -0.271
C -1.88492 -18.33147 4.59238 -0.8 -0.7 0.2 -0.596
C -2.98175 -18.62850 3.52948 0.7 1.1 -0.9 -0.453
C -2.74787 -18.04075 2.11822 0.1 -1.0 0.3 -1.332
H 3.66121 -19.32495 4.70763 0.0 -0.2 0.3 0.416
H 2.68092 -17.90897 4.65812 -0.1 0.1 0.2 0.268
H 1.93339 -19.46097 4.36162 0.2 0.0 -0.3 0.248
H 2.99594 -18.75631 7.09579 -0.2 0.1 0.2 0.350
H 2.25149 -20.26037 6.57947 0.0 0.0 0.2 0.388
H 0.66463 -18.85963 7.76628 -0.1 0.1 0.0 -0.113
H 0.06133 -19.19662 6.19896 0.2 0.0 -0.4 0.311
H 1.13535 -16.80744 5.56709 0.0 0.1 0.0 0.497
H 1.32824 -16.68904 7.32458 -0.1 0.5 -0.1 0.434
H -2.29253 -18.18270 7.82973 -0.1 0.2 -0.7 0.988
H -2.64932 -16.46655 8.08522 -0.5 -0.4 0.4 0.024
H -0.41574 -16.44896 9.40752 0.1 0.0 0.5 -0.281
H -0.50303 -18.18474 9.51206 -0.1 -0.1 -0.2 0.523
H -2.75904 -18.02315 10.67882 0.0 -0.1 -0.2 -0.504
H -2.69835 -16.27787 10.34652 -0.6 -0.4 -0.2 0.290
H -1.39841 -15.71201 12.10947 0.1 0.0 -0.4 0.436
H -0.47956 -17.20828 12.02425 0.1 0.1 0.1 0.352
H -2.02015 -17.15445 12.80917 -0.3 -0.2 -0.2 0.387
H -2.13868 -14.63005 6.51025 -0.2 0.1 -0.3 -0.268
H -0.63138 -14.12035 5.91914 0.6 -0.4 0.1 0.881
H -1.59928 -14.47515 8.88495 -0.4 -0.3 -0.4 -0.091
H -1.52303 -12.95474 8.10573 -0.1 0.0 -0.8 0.646
H 0.65822 -14.76974 9.09144 0.1 -0.2 -0.2 0.000
H 0.44685 -13.18049 9.58537 -0.5 0.4 -0.2 0.640
H 2.38995 -13.25184 8.13085 0.0 0.2 -0.1 0.454
H 1.08816 -12.34848 7.31682 0.4 0.0 -0.4 0.358
H 1.54504 -14.00890 6.79583 -0.2 0.0 0.0 0.269
H -1.53416 -16.24415 4.42614 -0.5 0.3 -0.2 0.825
H -2.99682 -16.61038 5.44620 -0.1 0.0 -0.2 -0.462
H -2.08280 -19.17418 5.26099 0.1 0.6 0.9 0.219
H -0.84387 -18.49468 4.30716 -0.2 0.0 -0.7 0.606
H -3.93246 -18.21062 3.86200 0.1 -0.2 0.5 -0.020
H -3.09120 -19.70600 3.41320 -0.1 0.0 0.2 0.571
H -3.70209 -18.07301 1.59217 0.0 0.5 -0.1 0.346
H -2.10577 -18.71100 1.54373 0.2 0.2 0.0 0.354
H -2.28676 -17.05456 2.13135 -0.3 0.1 -0.1 0.321
C -4.93221 -12.42281 6.59660 -0.1 -0.8 -1.3 -0.865
C -5.89564 -11.59854 5.72327 0.3 1.0 -1.3 -1.028
C -7.36794 -11.98584 5.47498 0.0 -0.8 1.4 -0.467
C -7.47962 -13.46648 5.00936 -0.3 -0.1 0.2 -0.356
P -9.16748 -14.12776 4.73130 0.6 0.2 0.7 1.477
C -10.02993 -14.16570 6.35839 0.0 -0.2 -1.5 -1.379
C -9.39746 -15.16030 7.33659 0.2 -0.2 0.2 0.123
C -10.18778 -15.41484 8.62188 0.0 1.2 1.3 -0.118
C -11.61964 -15.82844 8.38472 -0.4 -0.6 -0.4 -1.251
C -10.01787 -12.94512 3.65791 -0.9 -0.9 -0.7 -1.624
C -9.22461 -12.27379 2.50809 0.9 -1.4 0.7 -0.326
C -9.59410 -10.84958 2.40656 -0.5 1.2 -0.5 -0.549
C -8.85605 -10.07542 1.32066 -0.2 0.6 -0.2 -1.463
C -9.27992 -15.83256 4.05676 0.1 0.4 0.0 -0.690
C -8.91033 -15.96736 2.57599 -0.5 0.3 -0.7 -1.143
C -7.42442 -15.78614 2.28243 -0.2 0.2 0.8 0.799
C -6.95509 -16.50677 1.04647 0.8 0.0 -0.3 -1.628
H -3.96911 -11.92005 6.68859 -0.3 0.5 0.4 0.431
H -4.64691 -13.27170 5.96731 -0.2 -0.4 0.3 0.171
H -5.26456 -12.84040 7.54462 -0.2 0.4 0.1 0.281
H -5.45293 -11.59434 4.72085 0.3 0.0 0.0 0.343
H -5.86916 -10.53390 5.96488 -0.2 -0.1 0.4 0.499
H -7.91782 -11.29822 4.83320 0.5 0.1 -0.4 0.120
H -7.83267 -11.80984 6.45166 -0.4 -0.6 0.0 0.321
H -6.98634 -14.12483 5.72637 -0.1 -0.1 0.0 -0.559
H -6.95431 -13.64992 4.07019 0.1 0.2 0.0 0.895
H -11.05914 -14.39712 6.07349 -0.1 -0.1 0.2 0.613
H -10.02855 -13.10456 6.61696 0.1 -0.1 0.7 0.555
H -8.36379 -14.83593 7.45997 -0.1 0.1 0.7 0.121
H -9.25697 -16.17388 6.94822 -0.2 0.2 -0.8 0.107
H -10.20018 -14.56236 9.31048 0.0 0.5 -0.5 0.476
H -9.70862 -16.13707 9.28792 0.3 -0.4 -0.5 -0.234
H -11.64047 -16.84334 7.97581 -0.1 0.0 -0.1 0.213
H -12.14948 -15.19361 7.67467 0.1 0.1 0.0 0.352
H -12.23020 -15.84343 9.28752 0.2 0.0 0.1 0.422
H -10.57917 -12.25260 4.28880 0.4 0.3 0.1 0.682
H -10.82740 -13.52485 3.19983 -0.1 -0.1 0.1 0.648
H -9.36312 -12.77435 1.54772 -0.3 -0.2 0.1 0.650
H -8.15958 -12.40511 2.72253 0.1 0.3 -0.1 0.110
H -9.48513 -10.41332 3.40267 0.0 0.4 -0.1 0.315
H -10.65807 -10.80154 2.15518 -0.1 0.0 0.2 0.355
H -7.84099 -9.77918 1.58464 0.1 -0.3 0.0 0.329
H -9.37684 -9.14807 1.07412 0.0 0.1 0.3 0.407
H -8.86520 -10.59426 0.36023 0.2 -0.3 0.2 0.342
H -10.31583 -16.10269 4.27984 -0.1 0.0 -0.2 0.626
H -8.66743 -16.47602 4.69026 0.2 0.1 -0.1 0.144
H -9.47244 -15.26836 1.94551 0.0 0.4 0.3 0.420
H -9.29466 -16.88314 2.11895 0.3 -0.5 0.7 0.553
H -6.86174 -16.09913 3.16688 0.1 -0.3 -0.1 -0.189
H -7.19952 -14.71734 2.21470 -0.1 0.1 -0.3 0.058
H -7.61834 -16.41952 0.18563 -0.2 0.1 0.1 0.383
H -6.76534 -17.56384 1.23634 -0.2 0.0 0.0 0.369
H -5.99663 -16.07626 0.74945 0.0 -0.1 -0.2 0.408
C -14.02250 -24.83993 6.20886 -1.1 -0.7 0.1 -1.268
C -13.74462 -25.14121 7.66793 1.6 1.6 1.3 -0.431
C -13.74694 -23.78781 8.48712 -1.3 -0.9 -0.5 -0.504
C -13.58520 -24.10350 9.99212 0.5 0.1 -0.6 -1.450
P -13.65034 -22.71867 11.15790 0.8 -1.2 -1.4 0.682
C -12.54189 -21.45237 10.41785 1.2 0.8 0.7 -1.596
C -11.00749 -21.82444 10.24163 -1.2 -0.8 -0.1 -0.829
C -10.17352 -20.81226 9.43103 -1.8 0.6 -0.7 0.984
C -10.60979 -19.35361 9.66330 0.5 -0.5 0.3 -1.243
C -12.87844 -23.42176 12.68744 -0.6 1.0 0.0 -0.757
C -13.60404 -24.61136 13.31862 -0.4 0.1 -0.3 -0.877
C -14.51086 -24.23147 14.47320 0.4 -0.9 1.4 -0.461
C -15.15960 -25.52332 15.05268 -0.1 0.6 -0.3 -1.396
C -15.35135 -22.13998 11.32686 0.2 0.1 0.6 -0.743
C -16.21156 -21.84635 10.07340 -0.5 1.4 1.0 -1.033
C -17.40740 -22.77733 9.89179 0.7 -0.5 0.4 -0.598
C -18.26427 -22.42852 8.71358 -0.4 -0.1 -0.3 -1.410
H -14.98548 -24.32221 6.19834 0.2 0.4 -0.3 0.297
H -14.23876 -25.71773 5.59877 0.4 -0.2 0.1 0.402
H -13.24486 -24.26366 5.71307 0.0 0.1 0.2 0.326
H -12.71658 -25.45085 7.88415 0.0 -0.6 -0.6 0.316
H -14.36314 -25.86606 8.19497 -0.4 0.0 -0.5 0.412
H -14.70278 -23.30093 8.27713 -0.1 0.0 0.3 0.152
H -13.02817 -23.10408 8.03262 0.4 -0.1 0.4 0.248
H -12.59764 -24.54489 10.16374 0.2 0.1 -0.1 0.663
H -14.25172 -24.91952 10.27568 -0.4 0.3 0.1 0.747
H -12.50080 -20.62646 11.13470 -0.4 0.1 0.1 0.714
H -12.91196 -20.99875 9.49859 -0.5 -0.4 0.0 0.690
H -10.99960 -22.77384 9.70076 0.3 -0.2 0.1 0.410
H -10.66497 -22.01353 11.26053 0.5 0.1 -0.1 0.307
H -10.43613 -20.94474 8.37708 0.2 -0.6 -0.1 0.534
H -9.10092 -20.98129 9.49233 0.0 0.1 0.3 -1.100
H -11.68972 -19.23634 9.58879 0.0 -0.1 0.2 0.675
H -10.22783 -18.71506 8.86726 0.4 0.2 0.4 0.101
H -10.28126 -19.06742 10.66201 -0.1 0.6 -0.1 0.128
H -12.91051 -22.58344 13.38929 0.4 0.0 0.2 0.535
H -11.84377 -23.68310 12.46693 0.0 0.3 -0.3 0.454
H -12.88943 -25.32519 13.72962 0.2 0.1 -0.2 0.554
H -14.14767 -25.16957 12.55159 -0.1 0.0 0.1 0.284
H -15.18175 -23.38047 14.33810 -0.5 -0.4 -0.6 0.437
H -13.88396 -23.84270 15.28338 0.3 0.0 -0.1 0.335
H -15.58589 -26.13261 14.25456 -0.5 0.2 0.1 0.362
H -15.88598 -25.25092 15.81600 -0.2 -0.2 -0.2 0.363
H -14.44935 -26.19931 15.53116 0.4 0.4 0.0 0.345
H -15.27639 -21.25631 11.96684 -0.1 0.1 0.0 0.485
H -15.83334 -22.89307 11.95753 0.0 -0.1 0.0 0.493
H -15.60383 -21.52320 9.22779 -0.1 -0.8 -0.4 0.505
H -16.72328 -20.90921 10.31862 0.3 0.2 0.0 0.574
H -18.06293 -22.67844 10.76123 0.3 0.0 0.3 0.462
H -17.08961 -23.82430 9.90839 0.0 -0.1 -0.4 0.410
H -17.68948 -22.31254 7.79468 -0.1 -0.2 -0.1 0.326
H -18.82143 -21.50853 8.89535 0.1 0.1 -0.1 0.355
H -19.00876 -23.22051 8.63031 0.0 0.1 -0.5 0.385